[1]
109
Properties=species:S:1:pos:R:3:mulliken_charge:R:1 method="wB97M-V/def2-TZVPD" orbital_gap_ev=7.65 homo_energy_ev=-8.35 smiles="CCP(CC)[C@](CC(=O)Br)(O[C@](O)(Br)CN)[C@@H](I)N(COC(F)(F)F)OC[C@@H](C)O.CCOP(=O)(OCC)OCC.CCOP(=O)(OCC)OCC"
I -2.5521 -4.5436 -1.7139 0.025
Br -5.1303 -3.6559 3.1456 -0.050
Br -0.7521 -6.3584 5.1409 -0.244
P -2.3539 -7.3325 1.6114 -0.284
P 5.7132 5.3476 0.2778 1.221
P -2.2898 4.7387 -1.9594 1.319
F 0.4020 -0.2875 0.2951 -0.301
F -1.1659 -0.0840 -1.1592 -0.274
F -1.7197 -0.4711 0.8797 -0.251
O 4.9131 5.0716 -1.1377 -0.299
O 6.8247 6.4762 -0.2042 -0.394
O 2.9387 -3.5504 1.0397 -0.562
O 6.6377 4.1593 0.3028 -0.776
O 0.5767 -4.3821 -0.6752 -0.423
O -3.3278 -6.0254 4.3556 -0.312
O -3.5142 -2.8986 1.0527 0.098
O -2.0543 6.3417 -1.6374 -0.377
O -0.8862 4.3306 -2.3225 -0.779
O -3.8136 -5.2246 1.1057 -0.534
O -2.3093 4.1107 -0.4300 -0.436
O 4.6912 6.5716 0.7188 -0.445
O -0.7830 -2.0556 -0.3954 -0.304
O -3.9374 4.8789 -1.9019 -0.491
N -5.8808 -2.5202 -0.1128 -0.635
N -0.2910 -4.3012 0.4151 1.617
C -2.1329 7.4698 -3.7924 -1.018
C 0.2280 -8.4275 0.7529 -1.116
C -2.2724 -5.7387 3.9954 -0.198
C 1.7330 -5.1699 -0.3623 -0.605
C 4.3123 7.5885 -0.2174 -0.115
C -1.6552 2.8634 -0.1719 -0.403
C 4.3738 3.7827 -1.4088 -0.628
C -1.9112 -4.8700 2.7487 -0.899
C -5.6309 -3.8738 0.3280 -0.536
C -2.4243 -5.4153 1.3694 2.426
C -4.3156 -7.8823 -0.4243 -0.854
C -0.4374 -2.9152 0.7250 -1.250
C 3.5944 -5.8638 1.1321 -1.499
C -5.2641 6.8256 -1.4094 -1.093
C -0.5933 -7.8595 1.9689 -0.111
C -1.4660 -5.0923 0.1354 -3.026
C 3.1203 3.5216 -0.5957 -0.542
C 2.8285 7.4878 -0.4999 -1.015
C -4.5783 5.6013 -0.8432 -0.119
C -4.3584 -3.9770 1.3224 -0.783
C 2.3749 -4.8694 1.0023 0.995
C -2.8413 -8.1760 0.0265 -0.429
C -0.3618 3.1111 0.5765 -0.635
C 8.1632 6.4075 0.2939 -0.370
C -0.7913 -0.7695 -0.0601 0.979
C 9.0941 5.8948 -0.7871 -1.086
C -1.3204 7.1469 -2.5518 -0.221
H -5.4663 -4.5651 -0.5111 0.285
H 10.0941 5.7154 -0.3879 0.364
H -5.8144 7.3550 -0.6291 0.369
H -5.9146 -1.8631 0.6587 0.265
H 2.2536 7.5364 0.4267 0.308
H 3.2970 3.6945 0.4701 0.306
H -4.7803 -8.8111 -0.8039 0.389
H -5.3208 4.9310 -0.4054 0.382
H 5.1171 3.0024 -1.2342 0.341
H -2.9833 8.1057 -3.5421 0.257
H -0.8055 -4.8239 2.7573 0.205
H 1.6936 -5.0380 1.8598 -0.195
H 0.2525 3.8584 0.0753 0.006
H 2.3159 4.1909 -0.9030 -0.006
H -1.5191 7.9953 -4.5258 0.396
H -2.5313 6.5611 -4.2522 0.265
H -0.6513 -8.6511 2.7380 0.601
H 0.2162 2.1908 0.6706 0.257
H 1.4659 -6.2424 -0.4550 0.152
H -0.1056 -8.0841 -0.2378 0.285
H 0.0078 -7.0505 2.4264 -0.066
H -2.1877 -7.9088 -0.8334 0.272
H 2.5871 6.5377 -0.9767 0.107
H -2.7325 -9.2704 0.1501 0.559
H 3.4125 -6.7869 0.5566 0.392
H 2.5061 8.2953 -1.1605 0.385
H -5.2290 -2.2286 -0.8320 0.300
H 4.5355 8.5498 0.2501 0.353
H 4.4619 -5.3630 0.6548 0.431
H 4.8810 7.5349 -1.1430 0.314
H -3.8860 5.8833 -0.0532 0.293
H -6.4949 -4.2035 0.9356 0.407
H -1.0667 8.0712 -2.0287 0.291
H 8.4571 7.4164 0.5891 0.355
H -2.2533 -3.8506 2.9945 0.667
H 0.3082 -9.5272 0.8225 0.374
H 4.1332 3.7560 -2.4732 0.307
H -4.9359 -7.3907 0.3397 0.132
H -2.3267 2.2545 0.4360 0.265
H 3.6299 -3.5764 1.7160 0.358
H -3.7820 -2.1503 1.6061 0.470
H 1.2715 -8.0645 0.8734 0.151
H 8.7229 4.9689 -1.2267 0.278
H -1.0599 -6.0641 -0.1928 0.922
H 0.5631 -2.5629 1.0638 0.651
H -4.2585 -7.2082 -1.3014 0.176
H 2.4972 -4.9671 -1.1350 0.367
H -5.9567 6.5477 -2.2059 0.304
H -1.0948 -2.6900 1.5814 0.435
H 2.7797 2.4942 -0.7346 0.412
H -0.5695 3.4968 1.5772 0.309
H 8.2164 5.7819 1.1859 0.340
H 9.1675 6.6216 -1.5988 0.293
H -4.5370 7.5124 -1.8424 0.150
H -1.4759 2.3177 -1.0966 0.406
H -0.3768 6.6690 -2.8229 0.292
H 3.8682 -6.0399 2.1851 0.364



[2]
91
Properties=species:S:1:pos:R:3:mulliken_charge:R:1 method="wB97M-V/def2-TZVPD" orbital_gap_ev="5.76 / 7.75" spin_multiplicity=5 s2=6.025 homo_energy_ev="-5.31 / -7.97"
Os -0.2636 0.0558 0.1167 2.804
Cl 0.5962 0.0285 -2.2620 -0.316
P 0.4683 2.6320 -0.3148 -0.147
P 0.4804 -2.6136 -0.3641 0.134
Si -1.3152 -2.9340 2.1287 -0.059
Si -1.3038 2.8842 2.1923 0.226
O 1.3659 0.6329 1.3310 -0.859
C 2.6417 4.5860 -0.3346 -1.655
C -0.6537 -5.1478 -1.3748 -1.670
C -1.6114 1.1518 1.4576 -0.352
C -1.6256 -1.1842 1.4372 -0.611
C -0.9136 3.1286 -2.7311 -1.527
C 0.3187 -3.4378 1.2884 -1.337
C -0.8180 -3.6073 -1.3539 1.392
C -2.7160 4.0471 1.8553 -1.020
C 2.0999 3.2893 -0.9887 0.649
C -0.8203 3.6384 -1.2775 1.282
C 0.3215 3.4155 1.3667 -0.927
C -0.9213 -3.0607 -2.7938 -1.529
C -2.2096 -0.7234 0.1928 -0.104
C 3.7191 0.0327 1.7327 -2.411
C -2.2089 0.7192 0.2049 -0.106
C 3.1792 -2.1664 -0.9459 -1.427
C 3.1769 2.1838 -0.9008 -1.229
C -1.0188 -2.8039 3.9705 -1.170
C 1.1737 0.0395 -6.0991 -0.900
C -0.6606 5.1785 -1.2539 -1.672
C -1.2297 -0.0289 2.1486 -0.983
C -2.7217 -4.0855 1.7595 -1.061
C 2.1007 -3.2701 -1.0606 0.545
C 2.2572 -0.2450 2.0137 2.849
C -1.0097 2.7083 4.0324 -1.213
C 2.0311 -0.2008 3.5290 -1.633
C 2.6397 -4.5818 -0.4346 -1.685
H 3.3645 1.9107 0.1488 -0.078
H -1.5553 5.6187 -1.7280 0.450
H -0.5813 -5.5783 -0.3593 0.272
H -0.7965 3.7064 4.4493 0.356
H 1.7141 0.9645 -6.2739 0.300
H 3.3777 -1.9176 0.1090 0.222
H 1.9058 -3.4389 -2.1300 0.464
H -2.9995 -4.1182 0.6959 0.312
H -1.9094 -2.4034 4.4752 0.305
H -0.1602 -2.1550 4.2073 0.345
H 2.9146 -4.4285 0.6232 0.277
H 1.9195 5.4090 -0.3927 0.306
H -1.1197 2.0531 -2.7472 0.272
H 3.5562 4.8966 -0.8736 0.476
H -1.7566 3.3804 -0.7565 -0.579
H 0.2273 -5.4549 -1.9720 0.319
H -1.5492 -5.5797 -1.8560 0.455
H -1.7541 -3.3690 -0.8217 -0.560
H -0.8147 -3.8121 4.3620 0.379
H -1.7435 -3.5915 -3.3071 0.459
H 0.1242 0.0378 -6.3772 0.297
H 1.7201 -0.8797 -6.2847 0.299
H 2.8604 -1.2645 -1.4858 0.158
H -1.1350 -1.9871 -2.7818 0.289
H -1.7374 3.6671 -3.2312 0.453
H 1.9705 -1.2450 1.6204 -1.732
H 0.4320 -4.5423 1.3028 0.937
H 1.9138 -5.4012 -0.5093 0.308
H 1.0307 -0.4314 3.8316 0.175
H 3.9945 0.9881 2.1402 0.562
H 3.9669 -0.0024 0.6736 0.444
H 3.5523 -4.8844 -0.9822 0.475
H 2.3182 0.7863 3.8919 0.388
H -3.6003 -3.7641 2.3395 0.368
H -2.9744 4.1297 0.7891 0.311
H 4.1286 -2.5298 -1.3890 0.599
H 0.0164 -3.2348 -3.3594 0.283
H -0.1534 2.0456 4.2427 0.226
H -0.5965 5.5796 -0.2262 0.285
H 1.1384 2.9807 1.9776 0.095
H -0.8157 -0.0365 3.1875 0.686
H -2.4486 5.0461 2.2339 0.338
H 2.8536 1.2961 -1.4582 0.168
H 1.1348 -3.0266 1.9181 0.518
H 4.1274 2.5544 -1.3358 0.587
H -1.9015 2.3007 4.5321 0.327
H 0.0249 3.3237 -3.2878 0.290
H -2.7406 -1.3483 -0.5259 0.591
H 2.9131 4.4062 0.7200 0.269
H 4.3064 -0.7361 2.2333 0.479
H 0.2222 5.5038 -1.8356 0.322
H 2.7186 -0.9390 3.9771 0.381
H -2.7370 1.3646 -0.4940 0.612
H 1.9060 3.4824 -2.0539 0.455
H -3.6058 3.6998 2.4033 0.372
H -2.4457 -5.0990 2.0870 0.348
H 0.4323 4.5182 1.3991 1.013